The following is a DFT calculation (wB97M-V/def2-TZVPD) of one molecule with the formula C6H13N.

CARTESIAN COORDINATES (ANGSTROEM)
C (-2.4339, 1.0201, -0.2671)
C (-1.3310, 0.6841, -1.2444)
C (0.0676, 1.1996, -0.7227)
C (0.3917, 0.3660, 0.5234)
C (1.2223, -0.6764, 0.5045)
C (1.1064, -1.8568, 1.4622)
N (2.2168, -0.8266, -0.5257)
H (-2.3635, 2.0264, 0.1429)
H (-2.2833, 0.4038, 0.6281)
H (-3.4119, 0.7582, -0.6692)
H (-1.5543, 1.2726, -2.1406)
H (-1.1744, -0.3778, -1.4207)
H (0.8247, 0.8284, -1.4073)
H (-0.0254, 2.2794, -0.6421)
H (-0.1032, 0.6019, 1.4591)
H (1.9371, -2.5493, 1.3322)
H (1.0864, -1.4731, 2.4824)
H (0.1751, -2.3895, 1.2855)
H (2.9948, -1.3757, -0.1445)
H (2.6581, 0.0849, -0.6361)

Energy relative to the best compared isomer or geometry (same formula, charge and spin) (kcal per mole): 20.4
Lowest unoccupied orbital energy (eV): 1.063

natural (NBO) population analysis, charges in e, atoms 1 to 6: atom 1 (C): -0.619, atom 2 (C): -0.381, atom 3 (C): -0.429, atom 4 (C): -0.292, atom 5 (C): 0.182, atom 6 (C): -0.650

***

The following is a DFT calculation (wB97M-V/def2-TZVPD) of one molecule with the formula C6H13N.

CARTESIAN COORDINATES (ANGSTROEM)
C (2.7222, -2.0757, -0.4905)
C (1.5959, -1.0729, -0.5339)
C (0.8312, -0.8489, 0.5528)
C (0.1800, 0.4706, 0.8496)
C (-0.4892, 1.2371, -0.3106)
C (-1.9747, 0.8861, -0.3240)
N (-2.7335, 1.6877, 0.6224)
H (3.4772, -1.8028, 0.2404)
H (2.3346, -3.0884, -0.3513)
H (3.2321, -2.1052, -1.4573)
H (1.2863, -0.6543, -1.4866)
H (0.6930, -1.6964, 1.2116)
H (0.8330, 1.1611, 1.3922)
H (-0.5097, 0.2524, 1.6436)
H (-0.0731, 0.9521, -1.2718)
H (-0.3082, 2.2764, -0.0596)
H (-2.4547, 0.8258, -1.3113)
H (-2.0666, -0.1690, -0.0434)
H (-3.5590, 1.1964, 0.9099)
H (-3.0167, 2.5680, 0.2177)

Energy relative to the best compared isomer or geometry (same formula, charge and spin) (kcal per mole): 37.9
Lowest unoccupied orbital energy (eV): 1.172

natural (NBO) population analysis, charges in e, atoms 1 to 6: atom 1 (C): -0.654, atom 2 (C): -0.190, atom 3 (C): -0.182, atom 4 (C): -0.440, atom 5 (C): -0.408, atom 6 (C): -0.215

***

The following is a DFT calculation (wB97M-V/def2-TZVPD) of a 2-piece molecular cluster, C6H13N overall.

CARTESIAN COORDINATES (ANGSTROEM)
C (-0.7245, -2.2657, 1.6594)
C (-0.7651, -0.9490, 0.9112)
C (0.1265, -0.9908, -0.3011)
N (-0.0845, 0.2041, -1.0629)
C (0.4987, 0.3809, -2.3074)
C (0.5834, 1.3476, -0.8577)
C (0.6262, 2.5437, 0.0197)
H (0.2975, -2.4802, 1.9838)
H (-1.0682, -3.1040, 1.0398)
H (-1.3679, -2.2255, 2.5383)
H (-1.7852, -0.7345, 0.5743)
H (-0.4352, -0.1277, 1.5589)
H (-0.1945, -1.8191, -0.9318)
H (1.1937, -1.1046, -0.0162)
H (0.1302, 1.0482, -3.0657)
H (0.9882, -0.5542, -2.6605)
H (2.0711, 1.2822, -0.9540)
H (1.4533, 3.2644, -0.1381)
H (-0.3038, 3.0381, -0.1134)
H (0.7617, 2.2352, 1.0658)

Energy relative to the best compared isomer or geometry (same formula, charge and spin) (kcal per mole): 118.9
Lowest unoccupied orbital energy (eV): 1.144

natural (NBO) population analysis, charges in e, atoms 1 to 6: atom 1 (C): -0.605, atom 2 (C): -0.398, atom 3 (C): -0.210, atom 4 (N): -0.445, atom 5 (C): -0.183, atom 6 (C): 0.042

***

The following is a DFT calculation (wB97M-V/def2-TZVPD) of one molecule with the formula C6H13N.

CARTESIAN COORDINATES (ANGSTROEM)
C (-2.1084, 1.5455, 0.6410)
C (-0.9690, 0.9216, -0.1666)
C (-0.5251, -0.3842, 0.4863)
N (0.4343, -1.1845, -0.3050)
C (-0.1037, -2.2061, -0.9922)
C (1.7309, -0.8710, -0.2927)
C (2.3058, 0.4670, 0.0460)
H (-1.8184, 1.6911, 1.6889)
H (-2.9983, 0.9051, 0.6302)
H (-2.3955, 2.5219, 0.2392)
H (-1.2937, 0.7148, -1.1926)
H (-0.1297, 1.6231, -0.2286)
H (-1.4017, -1.0203, 0.6337)
H (-0.0786, -0.1976, 1.4676)
H (0.5603, -2.7789, -1.6278)
H (-1.0361, -2.6267, -0.6436)
H (2.3644, -1.5954, -0.7939)
H (3.3628, 0.3390, 0.3029)
H (2.2719, 1.1799, -0.7958)
H (1.8279, 0.9555, 0.9032)

Energy relative to the best compared isomer or geometry (same formula, charge and spin) (kcal per mole): 50.8
Lowest unoccupied orbital energy (eV): 1.036

natural (NBO) population analysis, charges in e, atoms 1 to 6: atom 1 (C): -0.605, atom 2 (C): -0.411, atom 3 (C): -0.208, atom 4 (N): -0.229, atom 5 (C): -0.411, atom 6 (C): -0.118

***

The following is a DFT calculation (wB97M-V/def2-TZVPD) of C6H13N as an isolated structure.

CARTESIAN COORDINATES (ANGSTROEM)
C (0.1490, 0.3823, -0.9779)
C (-0.5573, 0.4052, 2.2140)
C (0.8281, 1.5236, -1.7104)
C (-0.7443, -0.4188, -1.9163)
C (-0.1582, -0.5893, 1.1266)
N (0.0126, -1.8898, 1.6620)
C (0.7988, -0.1580, 0.1234)
H (-1.0721, -0.1721, 0.2304)
H (0.3512, -1.9386, 2.6144)
H (0.4689, -2.5538, 1.0535)
H (1.8647, -0.0984, 0.3325)
H (-0.7798, 1.3780, 1.7829)
H (0.2617, 0.5036, 2.9343)
H (-1.4405, 0.0577, 2.7521)
H (1.2387, 1.2037, -2.6731)
H (1.6451, 1.9507, -1.1295)
H (0.1058, 2.3191, -1.9093)
H (-0.1633, -1.1670, -2.4659)
H (-1.5460, -0.9441, -1.3973)
H (-1.2631, 0.2061, -2.6461)

Energy relative to the best compared isomer or geometry (same formula, charge and spin) (kcal per mole): 70.1
Lowest unoccupied orbital energy (eV): 0.929

natural (NBO) population analysis, charges in e, atoms 1 to 6: atom 1 (C): 0.002, atom 2 (C): -0.603, atom 3 (C): -0.648, atom 4 (C): -0.645, atom 5 (C): -0.048, atom 6 (N): -0.849

***

The following is a DFT calculation (wB97M-V/def2-TZVPD) of one molecule with the formula C6H13N.

CARTESIAN COORDINATES (ANGSTROEM)
C (-0.6308, -2.6532, 0.1933)
C (0.3157, -1.4641, 0.5409)
C (0.1546, -0.2124, -0.3216)
C (0.8333, -0.2616, -1.7498)
C (-0.0672, 1.0097, 0.2617)
C (-0.3144, 2.3441, -0.5706)
N (-0.1909, 1.3539, 1.6594)
H (-0.5027, -2.9661, -0.8463)
H (-1.6799, -2.2532, 0.1711)
H (-0.4174, -3.6265, 0.7141)
H (-0.1066, -1.2217, 1.5501)
H (1.4304, -1.6736, 0.7926)
H (0.4277, 0.5058, -2.4048)
H (1.9534, -0.0604, -1.5958)
H (0.6274, -1.2398, -2.2014)
H (0.6497, 2.7411, -1.0405)
H (-1.0540, 1.8348, -1.3560)
H (-0.5884, 3.0815, 0.2909)
H (-0.2578, 0.6644, 2.4061)
H (-0.8936, 2.1619, 1.7801)

Energy relative to the best compared isomer or geometry (same formula, charge and spin) (kcal per mole): 45.2
Lowest unoccupied orbital energy (eV): 0.962

natural (NBO) population analysis, charges in e, atoms 1 to 6: atom 1 (C): -0.617, atom 2 (C): -0.425, atom 3 (C): -0.129, atom 4 (C): -0.630, atom 5 (C): 0.214, atom 6 (C): -0.675

***

The following is a DFT calculation (wB97M-V/def2-TZVPD) of a 2-piece molecular cluster, C6H13N overall.

CARTESIAN COORDINATES (ANGSTROEM)
C (1.6268, -0.5813, -0.9955)
C (1.0094, -0.1502, 0.3299)
C (-0.2283, 0.7015, 0.2609)
C (-0.4122, 1.5644, -0.9750)
N (-0.5030, 1.4421, 1.4605)
H (2.4484, -1.2741, -0.8149)
H (2.0209, 0.2661, -1.5541)
H (0.8897, -1.0999, -1.6076)
H (1.7710, 0.3347, 0.9519)
H (0.6493, -1.1099, 0.8349)
H (-1.1052, -0.1593, 0.1989)
H (-0.4678, 0.9578, -1.8749)
H (0.4175, 2.2663, -1.0794)
H (-1.3359, 2.1365, -0.8921)
H (-0.2276, 2.4144, 1.4240)
H (-0.1456, 1.0230, 2.3082)
C (-1.0652, -2.4591, 0.6611)
C (-1.9211, -1.6473, 0.3329)
H (-0.5071, -3.3585, 0.6807)
H (-2.9141, -1.2673, 0.3495)

Energy relative to the best compared isomer or geometry (same formula, charge and spin) (kcal per mole): 74.9
Lowest unoccupied orbital energy (eV): 1.129

natural (NBO) population analysis, charges in e, atoms 1 to 6: atom 1 (C): -0.609, atom 2 (C): -0.421, atom 3 (C): -0.036, atom 4 (C): -0.621, atom 5 (N): -0.853, atom 6 (H): 0.209

***

The following is a DFT calculation (wB97M-V/def2-TZVPD) of a 2-piece molecular cluster, C6H13N overall.

CARTESIAN COORDINATES (ANGSTROEM)
C (2.6091, -0.8241, -0.5870)
C (1.6401, 0.2707, -0.1908)
N (0.2684, 0.1505, -0.6839)
C (-0.3903, 0.0105, -1.7950)
C (0.4273, 0.0426, 0.6291)
C (-2.6600, 1.5118, 0.5389)
C (-0.0466, -1.0564, 1.5182)
H (3.0646, -0.6462, -1.5670)
H (3.4145, -0.8658, 0.1547)
H (2.1131, -1.8002, -0.6040)
H (2.0528, 1.2828, -0.2299)
H (-1.4166, -0.3359, -1.7615)
H (-2.7983, 2.1428, -0.3425)
H (0.0750, 0.3246, -2.7205)
H (-1.5942, 1.4419, 0.7781)
H (-3.1997, 1.9432, 1.3857)
H (-3.0548, 0.5121, 0.3325)
H (0.2391, -2.0555, 1.1469)
H (-1.1385, -1.0344, 1.6052)
H (0.3650, -0.9388, 2.5246)

Energy relative to the best compared isomer or geometry (same formula, charge and spin) (kcal per mole): 80.5
Lowest unoccupied orbital energy (eV): 0.975

natural (NBO) population analysis, charges in e, atoms 1 to 6: atom 1 (C): -0.649, atom 2 (C): -0.040, atom 3 (N): -0.207, atom 4 (C): -0.305, atom 5 (C): -0.005, atom 6 (C): -0.864